Record 1
A cluster of 2 separate species, C4H8N2O in total. Source: the Open Molecules 2025 dataset; level of theory: ωB97M-V/def2-TZVPD.

Each line ends with the natural charge from an NBO analysis.
CARTESIAN COORDINATES (ANGSTROEM)
C -0.02101 -2.29675 0.73385  -0.4065
N -0.32692 -1.09200 -0.02825  -0.6164
C 0.49587 -0.00631 0.36032  -0.2422
C 0.11487 1.10630 0.96789  0.3532
N -0.22162 2.21823 1.35677  -0.5880
H 1.02828 -2.55533 0.55672  0.1956
H -0.16131 -2.15965 1.81586  0.1777
H -0.63966 -3.12770 0.38745  0.2036
H -1.31158 -0.85376 0.03364  0.3683
H 1.56045 -0.14615 0.18764  0.2284
H -0.41079 2.82352 0.53670  0.3990
C -0.02541 1.51168 -1.71422  0.2680
O -0.37415 2.63110 -1.40123  -0.5827
H -0.73166 0.67102 -1.83290  0.1235
H 1.02464 1.27581 -1.96025  0.1184

Properties
Structure (SMILES) = CNC=C=N.C=O
LUMO level = 0.8 eV
Energy = -9302.668 eV
Relative energy (zero: lowest compared OMol25 entry of this formula, charge and spin) = 85.9 kcal/mol



Record 2
A cluster of 2 separate species, C12H12 in total. Source: the Open Molecules 2025 dataset; level of theory: ωB97M-V/def2-TZVPD.

Each line ends with the natural charge from an NBO analysis.
CARTESIAN COORDINATES (ANGSTROEM)
C -0.78433 1.64237 -0.16686  -0.2073
C -0.99907 2.85966 0.62071  -0.2170
C -0.78268 2.74064 2.00254  -0.2027
C -0.80273 1.49962 2.64976  -0.2226
C -0.93891 0.28709 2.02750  -0.2606
C -0.88416 0.40300 0.59153  -0.1655
H -0.74530 1.69078 -1.19165  0.2144
H -0.91572 3.86783 0.35975  0.2143
H -0.63505 3.62080 2.89129  0.2149
H -0.79640 1.66186 3.69580  0.2040
H -1.18084 -0.70663 2.45381  0.2244
H -0.58759 -0.51496 0.15508  0.2018
C 1.64371 -0.95276 -0.35765  -0.2042
C 2.08956 -0.91679 -1.66140  -0.2188
C 1.16808 -1.42122 -2.65029  -0.2049
C 0.05818 -2.20403 -2.35786  -0.2246
C -0.29825 -2.23951 -1.01595  -0.2141
C 0.42488 -1.60618 -0.00522  -0.2521
H 1.95035 -0.43476 0.52177  0.2218
H 2.98183 -0.55311 -2.10980  0.2251
H 1.45766 -1.38583 -3.74727  0.2074
H -0.50533 -2.77526 -3.05612  0.2222
H -0.95647 -3.10032 -0.64250  0.2097
H 0.03859 -1.46231 0.99305  0.2344

Properties
Structure (SMILES) = c1ccccc1.c1ccccc1
LUMO level = 0.9 eV
Energy = -12634.157 eV
Relative energy (zero: lowest compared OMol25 entry of this formula, charge and spin) = 110.0 kcal/mol



Record 3
A cluster of 6 separate species, C20H38N2O9 in total. Source: the Open Molecules 2025 dataset; level of theory: ωB97M-V/def2-TZVPD.

Each line ends with the natural charge from an NBO analysis.
CARTESIAN COORDINATES (ANGSTROEM)
N 4.24865 -3.15748 0.31959  -0.3512
C 4.43535 -1.99845 0.11612  0.5021
O 4.41823 -0.64508 -0.35754  -0.1932
O 4.38429 0.13034 0.76642  -0.2493
C 3.00971 0.33086 1.20874  0.9412
O 2.66724 -0.27391 2.23105  -0.5136
O 2.24259 1.22911 0.45934  -0.5010
C 0.81495 1.07081 0.68948  -0.0956
C 0.13537 -0.07913 -0.25960  -0.4534
C -0.65817 -1.19749 0.56867  -0.2327
N 0.01485 -1.64705 1.82562  -0.8671
H 0.32857 2.05660 0.33680  0.2062
H 0.51691 0.96424 1.78605  0.2121
H 0.90590 -0.52256 -0.99668  0.2175
H -0.64674 0.43212 -0.93932  0.2371
H -1.72122 -0.85869 0.83807  0.2032
H -0.74970 -2.12524 -0.11186  0.1889
H -0.09876 -2.67004 1.87963  0.3673
H -0.47320 -1.20587 2.63332  0.3764
C -2.67281 0.53367 6.31410  -0.7205
C -1.84592 0.35274 5.06909  0.5973
C -0.58329 1.16496 4.95122  -0.7185
O -2.18478 -0.41982 4.19263  -0.5482
H -3.55100 -0.11304 6.26218  0.2382
H -2.08632 0.25805 7.19306  0.2306
H -3.00573 1.57088 6.39165  0.2295
H 0.09578 0.91745 5.76979  0.2338
H -0.82368 2.23017 4.96831  0.2296
H -0.08988 0.93241 4.00518  0.2327
C -4.52801 0.40628 -2.55763  -0.7198
C -4.16625 1.32456 -1.42010  0.5994
C -4.25450 2.80581 -1.67092  -0.7191
O -3.81651 0.88563 -0.34125  -0.5458
H -4.41846 -0.63095 -2.23410  0.2358
H -5.56577 0.57287 -2.85439  0.2265
H -3.85975 0.58189 -3.40359  0.2253
H -5.28075 3.07987 -1.92789  0.2182
H -3.57475 3.08596 -2.47631  0.2415
H -3.96511 3.34333 -0.76603  0.2357
C 0.90257 3.28083 -2.85012  -0.7289
C -0.47691 3.72512 -2.44532  0.6044
C -0.83139 5.17324 -2.65995  -0.7235
O -1.27675 2.94337 -1.96254  -0.5693
H 1.01678 2.21730 -2.63847  0.2637
H 1.04517 3.44149 -3.92060  0.2292
H 1.65310 3.83426 -2.28064  0.2303
H -0.76526 5.41863 -3.72210  0.2297
H -0.15821 5.80998 -2.08233  0.2344
H -1.85529 5.34957 -2.32291  0.2315
C 1.10329 -0.31004 -6.57601  -0.7209
C 0.54108 0.58585 -5.50454  0.5976
C -0.75064 1.30002 -5.80460  -0.7243
O 1.10733 0.72775 -4.43766  -0.5487
H 2.03403 -0.75750 -6.22167  0.2393
H 0.39428 -1.10926 -6.80205  0.2324
H 1.31494 0.27304 -7.47490  0.2299
H -1.54189 0.57226 -5.99652  0.2339
H -0.62136 1.95468 -6.66926  0.2296
H -1.03624 1.90875 -4.94357  0.2336
C 3.42879 -4.85249 3.12824  -0.7207
C 2.85615 -6.01679 3.89142  0.5920
C 3.82217 -6.89761 4.63979  -0.7201
O 1.65993 -6.23857 3.90402  -0.5493
H 2.61951 -4.30704 2.63903  0.2441
H 3.94274 -4.17533 3.81387  0.2283
H 4.11980 -5.21294 2.36355  0.2372
H 4.35376 -6.31109 5.39214  0.2271
H 4.53086 -7.34875 3.94207  0.2281
H 3.27034 -7.69452 5.14269  0.2324

Properties
Structure (SMILES) = N#COOC(=O)OCCCN.CC(C)=O.CC(C)=O.CC(C)=O.CC(C)=O.CC(C)=O
LUMO level = 0.5 eV
Energy = -42757.675 eV



Record 4
A structure of composition C2H4AgO2. Source: the Open Molecules 2025 dataset; level of theory: ωB97M-V/def2-TZVPD.

Each line ends with the Mulliken spin population.
CARTESIAN COORDINATES (ANGSTROEM)
C 0.31230 0.68466 -0.57713  0.8564
C -0.59802 0.37689 0.59121  -0.0750
O -0.82031 -1.00112 0.63229  -0.0046
O 0.92937 -0.50045 -0.94019  -0.0365
H 0.96596 1.56386 -0.54722  0.0519
H -1.42967 1.11471 0.61919  0.0313
H 1.45737 -0.83084 -0.02014  0.0726
Ag -0.81521 -2.03071 -1.26562  0.0340
H -0.00179 0.62299 1.50762  0.0700

Properties
LUMO level (alpha / beta) = -1.0 / -1.1 eV
Energy = -10227.927 eV
Multiplicity = 2
Relative energy (zero: lowest compared OMol25 entry of this formula, charge and spin) = 35.0 kcal/mol



Record 5
A structure of composition C19H47BrCl2FN6O8P2SSi2. Source: the Open Molecules 2025 dataset; level of theory: ωB97M-V/def2-TZVPD.

Each line ends with the Mulliken charge.
CARTESIAN COORDINATES (ANGSTROEM)
C -2.52667 4.87505 4.68624  -0.9832
C -2.73424 4.75875 3.09825  0.2041
Cl -1.68034 3.32305 2.52770  -0.0939
C -4.25181 4.37366 2.66672  -0.4440
Cl -4.12221 3.81835 0.89033  -0.1687
Si -5.46049 5.89053 2.70483  0.5349
Br -6.15512 6.26072 0.57959  -0.3277
C -4.35386 7.41777 3.18024  -0.2585
C -5.18111 8.77951 3.28178  -0.2758
O -6.39620 8.77667 3.57541  -0.4401
O -6.68314 5.79875 3.90512  -0.2419
Si -8.16660 5.10901 3.38234  0.5536
C -9.23792 6.28915 2.27991  -0.9932
C -8.06460 3.36128 2.64952  0.5193
O -9.16597 2.68951 2.65540  -0.6710
O -6.94794 2.74018 2.16072  -0.6419
S -9.37676 4.88998 5.22638  0.9793
O -8.84838 3.83437 6.14718  -0.5857
O -9.34682 6.24983 5.88279  -0.5913
F -10.99971 4.61153 4.80365  -0.3021
H -2.14641 5.93425 4.91313  0.2041
H -1.77091 4.07316 5.01514  0.3764
H -3.55333 4.73185 5.17716  0.2608
H -2.32284 5.65620 2.50582  0.2279
H -4.67636 3.50149 3.27082  0.4699
H -3.47394 7.54938 2.45142  0.2654
H -3.89625 7.24181 4.22701  0.1953
H -4.65384 9.78330 3.10870  0.3125
H -10.34459 6.26198 2.56303  0.3579
H -9.17488 5.84861 1.21307  0.3140
H -8.79457 7.33506 2.21466  0.2597
O 0.02500 1.11096 0.73395  -0.6360
P 0.60012 0.22181 -0.38478  0.7728
N -0.40562 0.91663 -1.58648  0.2105
C -1.12876 0.26632 -2.65928  -0.9113
C 0.08661 2.20546 -2.06760  -1.1568
N -0.08011 -1.21898 0.31774  0.1188
C -1.47046 -1.59631 0.08078  -1.0716
C 0.15175 -1.32153 1.76837  -1.1276
N 1.37224 -0.79334 -1.64011  -0.0064
C 1.00986 -2.15365 -2.00112  -0.9098
C 2.83040 -0.76490 -1.41835  -1.2433
H -0.47227 -0.05142 -3.47975  0.3346
H -1.87259 0.94721 -3.08675  0.3752
H -1.70989 -0.58905 -2.32471  0.1737
H 0.92433 2.07190 -2.76611  0.3355
H 0.43474 2.82542 -1.23742  0.3102
H -0.69896 2.77706 -2.57079  0.3395
H -2.15635 -0.75605 0.22183  0.2880
H -1.78292 -2.40567 0.74852  0.4042
H -1.60721 -2.01415 -0.91584  0.2468
H -0.56156 -0.71965 2.34170  0.3390
H 1.16114 -0.98839 2.02563  0.3639
H 0.06324 -2.36154 2.10049  0.3328
H 1.14498 -2.86603 -1.17966  0.2475
H 1.63178 -2.50050 -2.83426  0.4166
H -0.01114 -2.22784 -2.37278  0.2547
H 3.10247 -1.33030 -0.51547  0.3722
H 3.17431 0.26862 -1.28508  0.3671
H 3.38263 -1.17946 -2.26917  0.4082
O 5.21935 -3.49746 -3.56904  -0.7677
P 5.64222 -4.95520 -3.30060  0.8388
N 4.60730 -5.10806 -1.94302  0.2927
C 4.86654 -5.73283 -0.66214  -0.9542
C 3.21502 -5.35680 -2.31190  -1.2145
N 7.26140 -4.47827 -2.87251  0.1310
C 7.58340 -4.00209 -1.53119  -1.0490
C 7.85392 -3.52114 -3.82209  -1.0965
N 6.12837 -6.66604 -3.10270  -0.0156
C 7.29055 -7.16123 -2.38201  -0.9165
C 6.12611 -7.29923 -4.43479  -1.1323
H 4.85517 -6.82880 -0.71648  0.3293
H 4.10503 -5.43844 0.06802  0.3770
H 5.80428 -5.41439 -0.21421  0.2007
H 3.06758 -6.40282 -2.61289  0.2867
H 2.91215 -4.71986 -3.14693  0.3821
H 2.53028 -5.13141 -1.48892  0.3428
H 6.87027 -3.25173 -1.17696  0.2843
H 8.58543 -3.56268 -1.49437  0.3829
H 7.63299 -4.82252 -0.81662  0.2537
H 7.51583 -2.49593 -3.63642  0.3306
H 7.59443 -3.78303 -4.85150  0.3611
H 8.94677 -3.53638 -3.75354  0.3448
H 8.23991 -6.82379 -2.81172  0.3087
H 7.29992 -8.25688 -2.39747  0.3907
H 7.26575 -6.90046 -1.32507  0.2514
H 6.96000 -6.92937 -5.04797  0.3812
H 5.19213 -7.07008 -4.96291  0.3526
H 6.19795 -8.39045 -4.36964  0.3580

Properties
Net charge = -1
LUMO level = -0.5 eV
Energy = -188755.884 eV



- Which formula does entry 1 have?
  C4H8N2O



- The highest energy belongs to which entry?
  C4H8N2O